No. 1
DFT (the ωB97M-V functional and the def2-TZVPD basis) results for C12H35CuNO9P as an isolated structure at a distorted geometry.

## Properties
**Energy relative to the best compared isomer or geometry (same formula, charge and spin)**: 0.0 kcal per mole
**Frontier orbital gap**: 2.4 eV
**Net charge**: -2
**E_tot**: -3191.8805 a.u.
**Highest occupied orbital energy**: 1.75 eV
**2S+1**: 1

Atoms and positions in Å:
Cu 22.739270 -23.188580 3.962450
P 23.904310 -21.012390 5.237410
O 24.676040 -21.848440 4.303400
O 22.473840 -21.513530 5.446120
O 24.267090 -19.617550 4.628720
O 25.011240 -20.992210 6.351420
C 21.612640 -25.025250 7.358840
C 20.576280 -24.351300 6.519810
O 21.103650 -23.603870 5.435850
H 22.247200 -24.273150 7.827650
H 22.182620 -25.821670 6.880380
H 21.080590 -25.458180 8.205950
H 19.893510 -23.675960 7.035410
H 19.945760 -25.157070 6.143960
H 21.406090 -22.721350 5.662340
C 25.894030 -25.920410 6.729200
C 25.669250 -24.344060 6.689460
O 25.533780 -23.995800 5.335910
H 26.685340 -26.210710 6.038060
H 25.006060 -26.472620 6.421490
H 26.100210 -26.229300 7.753980
H 26.540300 -23.827780 7.092980
H 24.767860 -23.987460 7.187890
H 25.257470 -23.103050 5.116230
C 18.823650 -18.934880 4.211300
C 19.834860 -19.761870 4.982860
O 20.702710 -20.348560 4.089240
H 18.525900 -19.447950 3.296860
H 19.324120 -18.057550 3.801520
H 17.987980 -18.633060 4.842690
H 19.457330 -20.458570 5.731320
H 20.424750 -19.031120 5.536170
H 21.420300 -20.840790 4.494670
C 20.192750 -24.706470 1.995290
C 21.362970 -24.201060 1.061980
O 22.139400 -23.137700 1.670020
H 19.505490 -23.913960 2.291450
H 20.585160 -25.160420 2.905260
H 19.527490 -25.431310 1.526100
H 20.835020 -23.996920 0.130480
H 22.057880 -24.987610 0.767790
H 21.788070 -22.353960 1.241170
C 24.732640 -25.420770 1.872910
C 23.820420 -26.300840 2.739260
C 24.317980 -27.767910 2.908960
O 23.374030 -28.715440 3.406880
C 23.935760 -29.815220 4.092610
N 23.383050 -25.702750 4.025910
H 25.788720 -25.689420 1.897780
H 24.876390 -24.413340 2.263460
H 24.325360 -25.374750 0.862910
H 22.939030 -26.470850 2.120920
H 25.233240 -27.678450 3.494120
H 24.700600 -28.010670 1.917620
H 24.686650 -30.346270 3.507580
H 23.070750 -30.430150 4.341040
H 24.322550 -29.461750 5.048410
H 24.170090 -25.387680 4.574920
H 23.046430 -26.491380 4.559620

Cartesian forces, eV/Å:
Cu 1.208 0.352 0.000
P 7.103 7.010 2.125
O -0.057 -6.880 -5.351
O -1.868 -0.568 0.450
O -3.684 0.844 -0.239
O -2.269 -1.367 3.040
C -0.003 0.566 1.495
C -0.061 0.381 -1.332
O -1.212 -2.257 -0.579
H 0.483 -0.098 -0.314
H 0.013 0.313 -0.266
H -0.098 -0.409 0.178
H 0.154 -0.099 0.741
H -0.251 0.044 -0.583
H 0.813 1.378 0.831
C -0.602 1.498 0.351
C 0.053 -0.636 -1.340
O 0.999 -3.533 0.069
H 0.223 0.158 0.158
H -0.264 0.129 -0.088
H 0.301 -0.136 0.055
H 0.056 -0.037 0.416
H 0.058 -0.296 0.626
H -0.715 2.656 -0.358
C 0.143 -0.190 -0.350
C 1.282 0.932 0.210
O -1.887 0.163 -2.395
H -0.530 -0.417 0.207
H 0.082 0.236 0.327
H -0.191 0.031 -0.173
H -0.638 -0.271 -0.065
H 0.035 0.178 0.669
H 1.264 -0.270 1.246
C 0.884 0.077 0.008
C -1.145 -0.827 1.093
O -1.170 -1.000 -1.244
H 0.410 0.427 0.015
H 0.083 0.119 0.078
H 0.328 -0.292 -0.455
H 0.367 1.080 -0.276
H -0.008 -0.214 0.490
H 0.306 0.655 0.548
C 0.507 0.129 0.767
C -0.942 -0.809 0.497
C 1.259 1.207 -0.472
O 0.273 0.954 -0.557
C -0.788 0.808 0.325
N 0.058 -0.508 -1.000
H 0.066 -0.819 -0.343
H -0.914 0.291 0.176
H 0.404 0.050 -0.046
H -0.567 0.333 0.173
H 0.018 -0.432 0.754
H -0.242 -0.721 -0.377
H 0.045 -0.103 -0.003
H 0.203 -0.405 -0.188
H 0.535 -0.120 0.065
H 0.768 0.773 -0.044
H -0.679 -0.060 0.251

***

No. 2
DFT (the ωB97M-V functional and the def2-TZVPD basis) results for a 2-piece molecular cluster, C6H13NO overall at a distorted geometry.

## Properties
**Energy relative to the best compared isomer or geometry (same formula, charge and spin)**: 77.5 kcal per mole
**Frontier orbital gap**: 9.5 eV
**E_tot**: -366.3104 a.u.
**Highest occupied orbital energy**: -8.65 eV
**SMILES**: C=CC=C.CNCO
**2S+1**: 1

Atoms and positions in Å:
C 1.616719 1.552614 2.356053
C 1.503997 0.731688 1.274449
C 2.077966 1.203404 0.035166
C 2.315320 0.692835 -1.200963
H 2.098850 2.562508 2.290744
H 1.223103 1.261086 3.330995
H 0.775508 -0.066512 1.213648
H 2.579353 2.186006 0.174635
H 2.852632 1.321808 -1.893298
H 2.131787 -0.347292 -1.556454
C -0.767959 -1.982416 0.007723
N -1.160151 -0.853476 -0.885886
C -2.569222 -0.513654 -0.661297
O -2.910840 0.460473 -1.659208
H -1.195397 -1.692684 1.001927
H 0.343934 -2.110042 0.113584
H -1.214474 -2.978941 -0.371528
H -1.115410 -1.193149 -1.842666
H -3.223676 -1.420201 -0.789559
H -2.698204 -0.141322 0.387641
H -2.663834 1.327258 -1.325701

Cartesian forces, eV/Å:
C -0.029 -0.501 -0.563
C -0.707 1.677 0.635
C 1.755 0.686 -1.729
C -0.344 -0.768 1.211
H -0.209 -1.267 0.019
H -0.062 0.170 -0.306
H 0.447 -0.500 0.458
H -0.594 -0.426 -0.142
H 0.027 0.030 -0.126
H -0.287 0.953 0.525
C -0.529 -0.279 -0.228
N 0.117 -0.934 0.722
C 0.254 0.084 -0.453
O -0.476 -0.768 0.866
H 0.484 -0.750 -0.588
H -1.072 0.270 -0.265
H 0.583 1.319 0.891
H 0.147 0.281 -0.014
H 0.225 0.904 -0.075
H 0.109 -0.163 -0.829
H 0.159 -0.019 -0.011

***

No. 3
DFT (the ωB97M-V functional and the def2-TZVPD basis) results for a 4-piece molecular cluster, C3H5NOS overall at a distorted geometry.

## Properties
**Energy relative to the best compared isomer or geometry (same formula, charge and spin)**: 173.0 kcal per mole
**Frontier orbital gap**: 9.1 eV
**E_tot**: -645.2360 a.u.
**Highest occupied orbital energy**: -9.09 eV
**2S+1**: 1

Atoms and positions in Å:
C -2.643902 0.079900 -0.034643
C -1.172885 0.166048 -0.222233
C 1.502541 0.712581 -0.141581
H -2.491037 -0.251039 1.373964
H -2.851558 -1.183964 -1.005085
H -3.247056 1.331826 -0.499209
H -0.780069 0.939453 -0.833590
H 2.552924 0.946911 -0.796907
N -0.461027 -0.658709 0.404673
O 0.779529 1.625286 0.256594
S 1.105827 -0.995355 -0.045868

Cartesian forces, eV/Å:
C -0.245 -0.216 0.418
C -1.035 -0.144 -0.004
C 2.174 2.699 -1.344
H -1.732 0.849 -4.463
H -0.066 3.723 2.931
H 1.601 -4.431 1.755
H 0.107 0.285 -1.112
H -2.401 -0.542 1.932
N -0.892 -2.152 0.620
O 2.420 -1.592 -0.774
S 0.068 1.523 0.041

***

No. 4
DFT (the ωB97M-V functional and the def2-TZVPD basis) results for a single CH4N2O2 molecule at a distorted geometry.

## Properties
**Energy relative to the best compared isomer or geometry (same formula, charge and spin)**: 115.3 kcal per mole
**Frontier orbital gap**: 9.0 eV
**E_tot**: -300.3039 a.u.
**Highest occupied orbital energy**: -8.54 eV
**2S+1**: 1

Atoms and positions in Å:
C -0.299683 0.797156 -0.909299
N -0.060893 -1.001785 0.909785
N 0.577161 -0.048633 0.347184
O 0.388666 -1.709703 1.834842
O 1.699382 0.354488 0.616827
H 0.239912 0.563150 -1.814231
H -0.233723 1.836499 -0.630986
H -1.305858 0.405449 -0.896068
H -1.004965 -1.196620 0.541945

Cartesian forces, eV/Å:
C 1.443 -1.921 2.368
N -0.244 -0.572 0.348
N -2.004 2.522 -3.243
O 0.144 -0.012 0.102
O 0.174 -0.418 0.418
H 0.132 -0.072 -0.037
H 0.089 0.081 0.201
H -0.197 0.020 -0.075
H 0.460 0.372 -0.082

***

Among the records above, which one has the lowest highest occupied orbital energy?
C3H5NOS

***

Among the records above, which one has the lowest highest occupied orbital energy?
C3H5NOS